Entry 1:
Below is an isolated molecule of C5H8N2S, with properties calculated with ωB97M-V/def2-TZVPD.

SMILES: [H]/N=C1/N/C(=C\C)CS1
Energy above the lowest of the compared OMol25 structures with the same formula, charge and spin, kJ/mol: 279.6
HOMO-LUMO gap, Ha: 0.3382
F_max, eV/Å: 5.8

The geometry in ORCA input format:
```
! wB97M-V def2-TZVPD RIJCOSX def2/J DEFGRID3
* xyz 0 1
H -3.868 1.581 0.238
N -2.879 1.741 -0.076
C -2.096 0.658 -0.143
N -0.754 0.731 -0.039
C 0.175 -0.402 -0.244
C 1.460 -0.557 -0.152
C 2.490 0.556 -0.125
C -0.713 -1.586 0.205
S -2.477 -1.142 -0.204
H -0.337 1.742 0.178
H 1.869 -1.512 -0.375
H 3.168 0.372 -1.087
H 2.159 1.631 0.098
H 3.102 0.358 0.826
H -0.806 -2.399 -0.507
H -0.492 -1.772 1.409
*
```

natural (NBO) atomic charge list, values in e, 6 entries:
1 H 0.363
2 N -0.764
3 C 0.334
4 N -0.634
5 C 0.157
6 C -0.234

---

Entry 2:
Below is an isolated molecule of C5H8N2S, with properties calculated with ωB97M-V/def2-TZVPD.

SMILES: C#C/C(CNC)=N/S
Energy above the lowest of the compared OMol25 structures with the same formula, charge and spin, kJ/mol: 323.6
HOMO-LUMO gap, Ha: 0.3330
F_max, eV/Å: 1.3

The geometry in ORCA input format:
```
! wB97M-V def2-TZVPD RIJCOSX def2/J DEFGRID3
* xyz 0 1
C 3.204 -0.723 -0.195
C 2.009 -0.615 -0.031
C 0.599 -0.426 0.191
C 0.230 0.796 1.023
N -0.753 1.654 0.368
C -0.261 2.251 -0.864
N -0.183 -1.324 -0.294
S -1.863 -1.280 -0.112
H 4.260 -0.853 -0.357
H -0.219 0.433 1.962
H 1.141 1.319 1.262
H -1.003 2.372 0.994
H -0.138 1.478 -1.606
H 0.695 2.770 -0.740
H -1.004 2.945 -1.266
H -2.047 0.004 0.279
*
```

natural (NBO) atomic charge list, values in e, 6 entries:
1 C -0.188
2 C -0.059
3 C 0.149
4 C -0.281
5 N -0.619
6 C -0.423

---

Entry 3:
Below is an isolated molecule of C5H8N2S, with properties calculated with ωB97M-V/def2-TZVPD.

Energy above the lowest of the compared OMol25 structures with the same formula, charge and spin, kJ/mol: 420.2
HOMO-LUMO gap (spin up / spin down), Ha: 0.2672 / 0.2742
F_max, eV/Å: 3.7

The geometry in ORCA input format:
```
! wB97M-V def2-TZVPD RIJCOSX def2/J DEFGRID3
* xyz 0 1
C 1.976 0.606 -0.294
C 0.483 -1.413 1.067
C 0.312 -0.883 -1.348
C 0.556 0.311 -0.499
C -1.706 1.088 0.279
N 3.003 1.038 0.002
N -0.304 1.378 -0.244
S -0.459 -2.191 -0.249
H 1.304 -2.064 1.520
H -0.218 -1.178 1.928
H -0.254 -0.620 -2.222
H 1.320 -1.266 -1.534
H -1.798 0.851 1.324
H -2.247 2.031 0.188
H -2.130 0.285 -0.328
H 0.162 2.025 0.410
*
```

natural (NBO) atomic charge list, values in e, 6 entries:
1 C 0.217
2 C -0.677
3 C -0.552
4 C 0.220
5 C -0.415
6 N -0.291